# C3H9N

A cluster of 2 separate species, C3H9N in total (ωB97M-V/def2-TZVPD, OMol25).

Values from the calculation:
LUMO level (alpha / beta) = -5.205 / -8.949 eV
frontier orbital gap (alpha / beta) = 8.98 / 5.23 eV
net charge = +1
multiplicity = 2
⟨S²⟩ = 0.75

```
13
Properties=species:S:1:pos:R:3:lowdin_spin:R:1
N -2.48 -0.08 -0.13 -0.001
H -2.45 0.89 -0.43 0.000
H -2.47 -0.08 0.88 0.000
H -3.37 -0.45 -0.43 0.000
C 1.20 0.88 0.68 0.076
C 1.68 -0.21 -0.15 0.351
C 0.83 -1.16 -0.76 0.475
H 1.78 0.93 1.61 0.019
H 0.14 0.79 0.89 0.000
H 1.38 1.83 0.14 0.032
H 2.75 -0.28 -0.34 0.010
H 1.25 -1.97 -1.35 0.020
H -0.25 -1.08 -0.61 0.018
```



# C3H9N2

A cluster of 2 separate species, C3H9N2 in total in a non-equilibrium geometry (ωB97M-V/def2-TZVPD, OMol25).

Values from the calculation:
LUMO level = -4.406 eV
frontier orbital gap = 9.72 eV
net charge = +1
multiplicity = 1

```
14
Properties=species:S:1:pos:R:3:nbo_charge:R:1
C -1.13 0.49 0.04 0.006
N -1.47 -0.35 -1.10 -0.828
H -1.12 -0.09 0.95 0.222
H -1.24 1.56 0.04 0.226
H -1.55 0.24 -1.93 0.387
H -2.45 -0.65 -0.91 0.413
C 0.99 0.99 0.07 -0.403
C 0.92 -0.40 -0.09 0.161
N 1.16 -1.26 0.96 -0.755
H 0.95 1.85 -0.62 0.278
H 0.98 1.25 1.14 0.215
H 0.80 -0.85 -1.05 0.249
H 1.70 -2.09 0.75 0.434
H 1.46 -0.71 1.75 0.394
```



Sequential DFT total energy output: -4737.2725 -6227.9563 eV
Sequential energy above the lowest of the compared OMol25 structures with the same formula, charge and spin output: 28.6 71.3 kcal per mole